(1)
{"formula": "C4H7N2", "method": "ωB97M-V/def2-TZVPD", "e_lumo_ev": [-4.9745, -4.9730], "de_lowest_kcal_mol": 113.50, "homo_ev": [-12.77, -12.77], "total_energy_ha": -265.7276, "total_charge": 1, "elements": ["C", "C", "C", "C", "N", "N", "H", "H", "H", "H", "H", "H", "H"], "positions_angstrom": [[0.14, 0.06, -0.94], [-0.40, -0.64, 1.18], [-0.52, -2.06, -1.98], [0.44, 1.59, 0.92], [0.10, 0.28, 0.40], [-0.17, -1.08, -1.44], [-0.54, -0.49, 2.28], [-0.55, -1.71, 0.65], [-0.26, -2.97, -2.44], [0.14, 1.90, 1.93], [1.50, 1.81, 0.84], [-0.01, 2.44, 0.24], [0.12, 0.86, -1.64]]}

=====

(2)
{"formula": "C6H6O", "method": "ωB97M-V/def2-TZVPD", "e_lumo_ev": [-0.1207, -0.1212], "de_lowest_kcal_mol": 141.42, "homo_ev": [-8.07, -8.07], "total_energy_ha": -307.2381, "elements": ["C", "C", "C", "C", "C", "O", "C", "H", "H", "H", "H", "H", "H"], "positions_angstrom": [[-2.45, 0.77, 0.25], [-1.44, 0.27, -0.24], [-0.05, 0.64, -0.87], [-0.22, -0.74, -0.60], [0.84, -1.23, 0.33], [1.39, -0.06, 0.86], [1.05, 1.04, 0.04], [-3.32, 1.27, 0.57], [-0.64, -1.46, -1.28], [0.47, -1.85, 1.14], [1.56, -1.83, -0.25], [1.88, 1.27, -0.64], [0.93, 1.92, 0.68]]}

=====

- What is the formula in the first record?
  C4H7N2